1.
Here is 12 unconnected molecules or ions with the total composition C5H30NO13 at a distorted geometry from the Open Molecules 2025 dataset. Energies are from ωB97M-V/def2-TZVPD.

Last column: natural (NBO) charge in e.
Element x y z (Å)
1 O -2.620 0.905 1.390  -0.802
2 C -1.930 1.630 0.615  0.811
3 O -2.201 1.694 -0.623  -0.813
4 C -0.646 2.324 1.070  -0.530
5 C 0.532 1.359 1.038  -0.421
6 C 0.416 0.190 0.068  -0.254
7 C 1.429 -0.145 -0.714  -0.039
8 N 1.448 -1.060 -1.794  -0.893
9 H -0.448 3.281 0.629  0.213
10 H -0.803 2.581 2.135  0.221
11 H 1.460 1.903 0.794  0.210
12 H 0.653 0.859 2.006  0.222
13 H -0.536 -0.370 0.003  0.203
14 H 2.352 0.309 -0.383  0.178
15 H 0.771 -1.834 -1.768  0.406
16 H 2.288 -1.510 -2.132  0.375
17 H -1.953 -1.935 0.212  0.472
18 H -1.733 -1.619 1.637  0.483
19 O -1.612 -2.350 1.007  -0.958
20 H 0.928 -1.455 3.150  0.506
21 H 0.099 -1.527 4.447  0.460
22 O 0.709 -0.954 3.961  -0.986
23 H -3.365 0.294 -0.966  0.507
24 H -3.378 -0.471 0.236  0.504
25 O -3.410 -0.660 -0.726  -1.017
26 H -2.349 1.357 3.471  0.500
27 H -0.852 1.507 3.842  0.473
28 O -1.743 1.614 4.185  -0.975
29 H -0.200 -3.074 -0.861  0.519
30 H 0.482 -4.288 -0.390  0.477
31 O 0.711 -3.372 -0.602  -0.988
32 H 2.504 -2.082 1.395  0.468
33 H 1.073 -2.421 0.812  0.522
34 O 1.567 -2.099 1.607  -1.000
35 H -2.073 -1.624 -1.431  0.501
36 H -0.990 -1.545 -2.532  0.503
37 O -1.365 -2.154 -1.837  -1.021
38 H -2.061 0.405 -2.898  0.485
39 H -0.616 0.228 -3.208  0.487
40 O -1.493 -0.010 -3.564  -0.950
41 H -0.837 2.076 -1.417  0.508
42 H -0.129 3.380 -1.914  0.461
43 O -0.079 2.424 -2.005  -1.029
44 H 2.587 0.732 -2.832  0.482
45 H 2.136 1.924 -2.068  0.508
46 O 2.934 1.575 -2.507  -0.968
47 H 4.037 1.002 0.580  0.467
48 H 3.943 1.442 -0.997  0.506
49 O 4.364 1.562 -0.118  -0.994

## Properties
Electronic energy ... -1241.5000 hartree
HOMO level ... -5.32 eV
ΔE to the lowest compared entry with this formula, charge and spin ... 58.5 kJ/mol
Largest force on an atom ... 0.0470 hartree/bohr
Spin multiplicity ... 1
Orbital gap ... 8.019 eV
Total charge ... -1

2.
Here is a molecular structure, C8H21CoNOP2 at a distorted geometry from the Open Molecules 2025 dataset. Energies are from ωB97M-V/def2-TZVPD.

Last column: Löwdin spin population.
Element x y z (Å)
1 Co -0.595 0.621 0.194  1.530
2 H 1.868 -1.023 0.354  0.333
3 H -2.858 -3.712 1.263  0.001
4 P 1.009 -0.049 1.401  0.289
5 P -0.540 0.441 -1.858  0.097
6 C -2.099 1.119 -2.567  0.009
7 H -2.056 1.190 -3.655  0.002
8 H -2.943 0.484 -2.278  0.001
9 H -2.262 2.111 -2.148  0.001
10 C 0.678 1.086 -3.061  0.016
11 H 1.595 0.493 -3.000  0.001
12 H 0.290 1.093 -4.083  0.002
13 H 0.914 2.117 -2.750  0.004
14 C -0.661 -1.293 -2.477  0.039
15 H -1.540 -1.785 -2.038  0.000
16 H -0.742 -1.353 -3.572  0.007
17 H 0.218 -1.854 -2.166  0.003
18 C 2.603 0.882 1.554  0.026
19 H 3.066 0.724 2.545  0.000
20 H 3.262 0.493 0.765  0.010
21 H 2.431 1.954 1.375  0.006
22 C 0.274 0.666 3.064  0.194
23 H -0.495 -0.022 3.444  0.004
24 H 1.071 0.748 3.819  0.020
25 H -0.187 1.657 2.930  0.006
26 C 1.360 -1.657 2.261  0.064
27 H 1.843 -2.358 1.524  0.017
28 H 2.056 -1.530 3.125  0.001
29 H 0.384 -2.139 2.586  0.009
30 C -1.776 1.646 0.747  0.131
31 O -2.601 2.295 1.237  0.074
32 H 0.495 1.572 -0.375  0.041
33 N -1.748 -1.813 0.802  0.061
34 C -2.314 -2.802 1.037  0.002

## Properties
Electronic energy ... -2512.6449 hartree
HOMO level (alpha / beta) ... -5.78 / -7.86 eV
ΔE to the lowest compared entry with this formula, charge and spin ... 53.8 kJ/mol
Largest force on an atom ... 0.0936 hartree/bohr
Spin multiplicity ... 4
Orbital gap (alpha / beta) ... 6.476 / 6.920 eV

3.
Here is C5H10O in the gas phase from the Open Molecules 2025 dataset. Energies are from ωB97M-V/def2-TZVPD.

Last column: natural (NBO) charge in e.
Element x y z (Å)
1 C -1.347 -1.716 0.353  -0.781
2 C -0.580 -0.733 1.143  0.209
3 C -0.275 1.972 -0.992  -0.245
4 C 0.892 -0.840 0.870  -0.593
5 C 1.157 0.479 0.140  -0.045
6 O 0.109 0.632 -0.805  -0.552
7 H -2.397 -1.447 0.204  0.228
8 H -1.343 -2.581 1.046  0.265
9 H -0.891 -2.060 -0.588  0.202
10 H -1.064 1.980 -1.748  0.195
11 H 0.565 2.591 -1.342  0.166
12 H -0.668 2.399 -0.057  0.176
13 H 1.215 -1.693 0.250  0.175
14 H 1.464 -0.835 1.807  0.238
15 H 2.132 0.476 -0.369  0.180
16 H 1.139 1.307 0.860  0.181

## Properties
Electronic energy ... -271.5927 hartree
HOMO level ... -8.12 eV
ΔE to the lowest compared entry with this formula, charge and spin ... 419.8 kJ/mol
Largest force on an atom ... 0.0086 hartree/bohr
Spin multiplicity ... 1
Orbital gap ... 8.703 eV

4.
Here is a molecular structure, C2H2N2O2 at a distorted geometry from the Open Molecules 2025 dataset. Energies are from ωB97M-V/def2-TZVPD.

Last column: natural (NBO) charge in e.
Element x y z (Å)
1 C 0.758 0.683 -0.099  -0.244
2 C 0.767 -0.683 -0.011  0.196
3 N -0.529 1.116 -0.027  -0.150
4 N -1.372 0.211 -0.035  0.497
5 O -2.562 0.028 -0.043  -0.296
6 O -0.385 -1.252 -0.056  -0.427
7 H 1.708 1.077 0.217  0.237
8 H 1.615 -1.180 0.055  0.188

## Properties
Electronic energy ... -337.2314 hartree
HOMO level ... -9.08 eV
ΔE to the lowest compared entry with this formula, charge and spin ... 506.9 kJ/mol
Largest force on an atom ... 0.0935 hartree/bohr
Spin multiplicity ... 1
Orbital gap ... 9.109 eV

5.
Here is a gas-phase ion, C2H5N2 (charge +1) at a distorted geometry from the Open Molecules 2025 dataset. Energies are from ωB97M-V/def2-TZVPD.

Last column: natural (NBO) charge in e.
Element x y z (Å)
1 C 0.602 -0.299 -0.300  0.249
2 C 0.284 0.448 0.962  0.070
3 N -0.908 0.291 1.410  -0.584
4 N -0.407 0.123 -1.065  -0.575
5 H 1.458 -0.886 -0.745  0.292
6 H 1.149 1.168 1.084  0.229
7 H -1.363 0.536 2.258  0.427
8 H -0.710 0.070 -2.037  0.457
9 H -1.043 0.673 -0.495  0.436

## Properties
Electronic energy ... -188.3597 hartree
HOMO level ... -15.47 eV
SMILES string ... [H]/N=C/C=[NH2+]
ΔE to the lowest compared entry with this formula, charge and spin ... 146.4 kJ/mol
Largest force on an atom ... 0.0960 hartree/bohr
Spin multiplicity ... 1
Orbital gap ... 9.379 eV
Total charge ... +1

6.
Here is a gas-phase ion, C4H5N2 (charge +1) at a distorted geometry from the Open Molecules 2025 dataset. Energies are from ωB97M-V/def2-TZVPD.

Last column: natural (NBO) charge in e.
Element x y z (Å)
1 C 2.527 -0.554 0.485  0.268
2 C -1.201 0.562 0.617  -0.195
3 C -0.583 0.775 -0.802  -0.001
4 C 0.462 -0.206 -0.687  0.092
5 N 1.455 -0.309 0.064  -0.271
6 N -0.908 -0.512 -0.251  -0.385
7 H 3.473 -1.038 0.371  0.273
8 H -0.557 0.653 1.430  0.227
9 H -2.270 0.686 0.598  0.242
10 H -1.142 1.386 -1.534  0.282
11 H -1.257 -1.443 -0.292  0.466

## Properties
Electronic energy ... -264.4299 hartree
HOMO level ... -13.28 eV
ΔE to the lowest compared entry with this formula, charge and spin ... 486.9 kJ/mol
Largest force on an atom ... 0.1209 hartree/bohr
Spin multiplicity ... 1
Orbital gap ... 9.182 eV
Total charge ... +1

Q: Number 2 is which compound?
A: C8H21CoNOP2

Q: Which value of electronic energy does entry 4 give?
A: -337.2314 hartree

Q: The highest ΔE to the lowest compared entry with this formula, charge and spin belongs to which entry?
A: C2H2N2O2

Copy entry 3 word for word.
Here is C5H10O in the gas phase from the Open Molecules 2025 dataset. Energies are from ωB97M-V/def2-TZVPD.

Last column: natural (NBO) charge in e.
Element x y z (Å)
1 C -1.347 -1.716 0.353  -0.781
2 C -0.580 -0.733 1.143  0.209
3 C -0.275 1.972 -0.992  -0.245
4 C 0.892 -0.840 0.870  -0.593
5 C 1.157 0.479 0.140  -0.045
6 O 0.109 0.632 -0.805  -0.552
7 H -2.397 -1.447 0.204  0.228
8 H -1.343 -2.581 1.046  0.265
9 H -0.891 -2.060 -0.588  0.202
10 H -1.064 1.980 -1.748  0.195
11 H 0.565 2.591 -1.342  0.166
12 H -0.668 2.399 -0.057  0.176
13 H 1.215 -1.693 0.250  0.175
14 H 1.464 -0.835 1.807  0.238
15 H 2.132 0.476 -0.369  0.180
16 H 1.139 1.307 0.860  0.181

## Properties
Electronic energy ... -271.5927 hartree
HOMO level ... -8.12 eV
ΔE to the lowest compared entry with this formula, charge and spin ... 419.8 kJ/mol
Largest force on an atom ... 0.0086 hartree/bohr
Spin multiplicity ... 1
Orbital gap ... 8.703 eV